[1]
The following is a DFT calculation (ωB97M-V/def2-TZVPD) of 10 unconnected molecules or ions with the total composition C40H100O20 in a non-equilibrium geometry.

XYZ file:
```
160
C40H100O20 (ωB97M-V/def2-TZVPD)
C -0.136 0.189 3.889
O 0.385 0.262 5.186
C 1.451 -0.630 5.341
C 1.172 -2.130 5.048
O 1.542 -2.501 3.719
C 0.761 -3.562 3.216
H 0.711 0.132 3.233
H -0.708 1.151 3.830
H -0.723 -0.695 3.691
H 1.616 -0.527 6.390
H 2.368 -0.270 4.791
H 0.125 -2.336 5.094
H 1.738 -2.747 5.701
H 1.227 -3.872 2.296
H -0.270 -3.258 3.076
H 0.809 -4.425 3.906
C -1.757 -1.146 -3.021
O -2.882 -0.285 -2.917
C -3.900 -0.977 -2.138
C -5.223 -0.288 -2.183
O -5.110 1.122 -2.033
C -4.773 1.599 -0.772
H -1.017 -0.791 -3.773
H -2.025 -2.171 -3.375
H -1.109 -1.256 -2.118
H -3.519 -0.997 -1.113
H -4.067 -2.042 -2.538
H -5.877 -0.698 -1.391
H -5.700 -0.495 -3.154
H -4.863 2.672 -0.784
H -3.752 1.352 -0.488
H -5.511 1.137 -0.081
C 2.576 2.194 -7.068
O 1.601 3.224 -6.937
C 2.134 4.476 -6.575
C 2.080 4.783 -5.095
O 3.236 4.181 -4.437
C 3.454 4.792 -3.136
H 2.953 2.127 -8.089
H 2.067 1.253 -6.960
H 3.318 2.358 -6.336
H 1.416 5.227 -7.045
H 3.200 4.588 -6.897
H 1.139 4.443 -4.557
H 2.130 5.919 -5.063
H 4.465 4.544 -2.860
H 2.726 4.436 -2.414
H 3.475 5.864 -3.294
C -4.680 5.471 -3.960
O -3.829 5.605 -2.823
C -2.589 4.958 -3.008
C -1.721 5.055 -1.721
O -2.428 4.274 -0.745
C -1.686 4.208 0.516
H -4.202 5.988 -4.828
H -5.635 5.863 -3.666
H -4.796 4.401 -4.265
H -2.056 5.375 -3.859
H -2.778 3.948 -3.320
H -1.650 6.058 -1.317
H -0.759 4.709 -1.958
H -1.984 3.365 1.116
H -1.873 5.040 1.148
H -0.621 4.121 0.330
C -3.658 -2.467 2.055
O -2.953 -2.275 3.280
C -3.760 -2.809 4.319
C -3.056 -2.596 5.607
O -2.315 -3.789 5.876
C -1.517 -3.753 7.104
H -3.054 -2.040 1.270
H -4.669 -2.015 2.061
H -3.709 -3.521 1.854
H -3.941 -3.890 4.156
H -4.736 -2.264 4.223
H -3.763 -2.361 6.374
H -2.331 -1.810 5.475
H -2.055 -3.268 7.905
H -0.599 -3.276 6.853
H -1.351 -4.806 7.354
C 5.286 1.219 4.142
O 3.913 1.516 3.799
C 3.565 2.860 3.756
C 2.090 2.996 3.396
O 1.650 2.631 2.042
C 2.173 3.450 1.004
H 5.651 0.347 3.636
H 5.415 0.961 5.254
H 6.001 2.072 3.982
H 4.123 3.344 2.916
H 3.789 3.407 4.655
H 1.693 4.028 3.550
H 1.510 2.336 4.024
H 1.890 4.516 1.175
H 1.701 3.185 0.022
H 3.261 3.351 0.933
C -1.245 -0.570 0.402
O 0.011 -0.211 -0.145
C 1.142 -0.791 0.512
C 2.349 -0.215 -0.263
O 3.584 -0.756 0.124
C 4.164 -0.157 1.276
H -1.351 -0.373 1.489
H -1.422 -1.652 0.194
H -1.982 -0.035 -0.198
H 1.114 -1.894 0.451
H 1.364 -0.499 1.538
H 2.311 0.870 -0.227
H 2.334 -0.466 -1.330
H 3.771 -0.659 2.230
H 3.976 0.915 1.262
H 5.262 -0.313 1.233
C -3.340 -4.757 -1.147
O -2.308 -3.771 -0.994
C -1.050 -4.047 -1.490
C -0.315 -5.280 -0.978
O 0.131 -5.077 0.347
C -0.854 -5.533 1.246
H -4.317 -4.267 -1.110
H -3.328 -5.555 -0.383
H -3.377 -5.172 -2.139
H -0.390 -3.187 -1.214
H -1.072 -4.094 -2.602
H 0.587 -5.391 -1.556
H -0.908 -6.190 -0.968
H -0.401 -5.739 2.238
H -1.309 -6.465 0.857
H -1.678 -4.785 1.359
C 3.239 -5.164 -0.049
O 3.297 -4.869 1.356
C 4.168 -3.821 1.748
C 4.257 -3.921 3.287
O 5.167 -3.047 3.871
C 5.272 -3.378 5.274
H 2.571 -6.010 -0.297
H 4.248 -5.376 -0.395
H 2.794 -4.327 -0.574
H 3.708 -2.872 1.404
H 5.108 -3.970 1.203
H 4.427 -4.932 3.631
H 3.252 -3.677 3.682
H 4.333 -3.174 5.819
H 6.072 -2.782 5.708
H 5.584 -4.405 5.396
C -0.021 1.934 -2.789
O -0.481 2.766 -3.831
C -1.109 2.004 -4.848
C -1.477 2.829 -6.041
O -2.788 3.301 -5.847
C -3.424 3.746 -6.993
H 0.274 2.601 -1.984
H 0.778 1.257 -3.045
H -0.898 1.374 -2.438
H -2.100 1.637 -4.432
H -0.533 1.148 -5.149
H -1.512 2.215 -6.962
H -0.804 3.643 -6.318
H -4.359 4.206 -6.699
H -3.604 2.951 -7.715
H -2.795 4.582 -7.445
```

Output
SMILES: COCCOC.COCCOC.COCCOC.COCCOC.COCCOC.COCCOC.COCCOC.COCCOC.COCCOC.COCCOC
DFT total energy in Eh: -3088.30862
HOMO level in eV: -8.9431
Orbital gap in Eh: 0.350
Net charge: 0
LUMO level in Eh: 0.0217
Energy above the lowest of the compared OMol25 structures with the same formula, charge and spin in kcal/mol: 41.9
Maximum force in eV/A: 3.27

---

[2]
The following is a DFT calculation (ωB97M-V/def2-TZVPD) of a molecular structure, C21H37AsF5N4O2P2STi in a non-equilibrium geometry.

XYZ file:
```
74
C21H37AsF5N4O2P2STi (ωB97M-V/def2-TZVPD)
Ti 0.888 -0.008 0.268
C 3.664 -2.406 0.017
P 2.281 -2.123 1.247
C 3.025 -2.315 2.930
C 1.535 -3.814 1.051
C 0.084 -3.751 1.505
P -0.522 -2.097 1.005
C -2.033 -2.056 2.046
C -1.207 -2.427 -0.665
H 4.522 -1.750 0.145
H 3.253 -2.265 -1.018
H 3.991 -3.472 0.105
H 3.792 -3.100 2.898
H 2.227 -2.593 3.601
H 3.432 -1.355 3.197
H 2.118 -4.503 1.662
H 1.620 -4.202 -0.018
H -0.015 -3.893 2.586
H -0.539 -4.515 0.980
H -1.783 -2.381 3.055
H -2.824 -2.689 1.587
H -2.422 -1.033 2.061
H -1.904 -3.300 -0.623
H -0.414 -2.649 -1.361
H -1.771 -1.542 -0.975
F -0.317 -0.671 -7.592
C -0.007 -0.701 -6.267
C 0.635 -1.827 -5.761
F 1.017 -2.813 -6.629
C 0.958 -1.891 -4.411
F 1.587 -3.017 -3.966
C 0.705 -0.865 -3.519
S 1.618 -0.762 -1.984
C 0.026 0.260 -4.061
F -0.210 1.381 -3.300
C -0.310 0.382 -5.411
F -0.912 1.466 -5.942
N -0.888 0.664 -0.259
C -1.713 1.486 -0.558
N -2.782 2.188 -0.869
C -4.168 1.773 -0.492
C -5.009 3.028 -0.144
O -4.936 3.966 -1.232
C -3.600 4.491 -1.340
C -2.636 3.389 -1.780
H -4.083 1.073 0.314
H -4.615 1.254 -1.357
H -4.636 3.462 0.787
H -6.070 2.829 -0.001
H -3.319 5.032 -0.444
H -3.669 5.266 -2.137
H -1.587 3.671 -1.713
H -2.863 3.078 -2.825
N 3.895 2.995 -0.055
C 2.935 2.262 -0.603
N 2.697 2.377 -1.917
O 2.222 1.440 0.096
H 4.581 3.526 -0.593
H 4.082 2.860 0.943
H 3.247 2.986 -2.505
H 2.208 1.601 -2.368
C -0.168 -0.862 4.449
As 0.557 0.364 3.014
C -0.748 1.805 3.338
C 2.073 0.981 4.202
H 0.186 -0.500 5.427
H 0.209 -1.881 4.335
H -1.273 -0.785 4.416
H -0.672 2.113 4.392
H -1.769 1.443 3.158
H -0.490 2.614 2.626
H 1.672 1.728 4.870
H 2.875 1.435 3.621
H 2.466 0.148 4.763
```

Output
DFT total energy in Eh: -5857.15860
⟨S²⟩: 2.010
HOMO level (spin up / spin down) in eV: -8.6965 / -10.1640
Orbital gap (spin up / spin down) in Eh: 0.239 / 0.292
Net charge: +1
LUMO level (spin up / spin down) in Eh: -0.0810 / -0.0814
Energy above the lowest of the compared OMol25 structures with the same formula, charge and spin in kcal/mol: 0.0
2S+1: 3
Maximum force in eV/A: 5.90

---

[3]
The following is a DFT calculation (ωB97M-V/def2-TZVPD) of a single C2H7N5O molecule in a non-equilibrium geometry.

XYZ file:
```
15
C2H7N5O (ωB97M-V/def2-TZVPD)
C -0.884 -0.761 0.796
C 0.994 2.013 0.274
H -3.324 -2.270 -0.691
H -1.709 -1.773 -1.269
H -0.366 -0.834 1.694
H -1.366 0.071 -0.543
H 0.965 3.127 0.562
H 3.525 0.345 -0.787
H 2.051 -0.474 -0.354
N -2.394 -1.644 -0.626
N -1.871 -1.577 0.662
N -0.498 0.181 -0.114
N 2.298 1.777 0.050
N 2.715 0.394 -0.044
O -0.138 1.423 0.390
```

Output
SMILES: N/N=C\NO/C=N\N
DFT total energy in Eh: -429.18592
HOMO level in eV: -8.4362
Orbital gap in Eh: 0.337
Net charge: 0
LUMO level in Eh: 0.0272
Energy above the lowest of the compared OMol25 structures with the same formula, charge and spin in kcal/mol: 149.1
Maximum force in eV/A: 8.22

---

[4]
The following is a DFT calculation (ωB97M-V/def2-TZVPD) of 2 unconnected molecules or ions with the total composition C5H12NOP in a non-equilibrium geometry.

XYZ file:
```
20
C5H12NOP (ωB97M-V/def2-TZVPD)
C 1.938 1.297 0.269
C 1.314 0.691 -0.904
C 3.339 0.924 0.682
C -2.649 -2.409 -0.711
C -2.005 -1.264 -0.014
N -2.242 -0.074 -0.362
O 0.927 0.332 0.393
P -1.592 1.321 0.317
H 1.624 2.304 0.537
H 1.845 -0.080 -1.452
H 4.054 1.536 0.135
H 3.532 -0.124 0.464
H 3.481 1.091 1.747
H -1.909 -3.181 -0.929
H -3.128 -2.077 -1.632
H -3.403 -2.846 -0.052
H -1.343 -1.523 0.822
H 0.573 1.244 -1.472
H -2.860 1.888 0.493
H -1.498 0.952 1.669
```

Output
SMILES: C[C@H]1CO1.C/C=N/P
DFT total energy in Eh: -668.97375
HOMO level in eV: -8.6986
Orbital gap in Eh: 0.361
Net charge: 0
LUMO level in Eh: 0.0411
Energy above the lowest of the compared OMol25 structures with the same formula, charge and spin in kcal/mol: 32.3
Maximum force in eV/A: 1.41

---

[5]
The following is a DFT calculation (ωB97M-V/def2-TZVPD) of 2 unconnected molecules or ions with the total composition C9H15Cl2FIN4O5P2 in a non-equilibrium geometry.

XYZ file:
```
39
C9H15Cl2FIN4O5P2 (ωB97M-V/def2-TZVPD)
O -1.682 0.858 1.965
P -2.224 1.767 0.930
O -3.706 1.263 0.407
O -2.540 3.215 1.667
N -1.144 2.114 -0.386
O -0.838 3.451 -0.559
C -0.003 1.243 -0.467
N 0.041 0.457 -1.534
P -1.217 0.410 -2.805
O -0.432 0.850 -4.213
I -1.780 -1.970 -3.144
N 1.074 1.169 0.400
C 1.174 2.279 1.377
C 2.058 3.436 0.718
F 2.849 3.998 1.734
C 1.302 -0.157 0.970
C 0.300 -1.254 0.982
C 0.813 -2.467 1.573
C 2.139 -2.629 2.141
N 3.032 -1.610 2.115
C 2.596 -0.476 1.538
H -3.659 1.000 -0.534
H -1.825 3.377 2.315
H -1.460 3.819 -1.218
H 0.847 -0.177 -1.642
H -0.006 1.725 -4.129
H 0.211 2.760 1.661
H 1.702 1.937 2.296
H 2.758 2.983 -0.028
H 1.409 4.212 0.231
H -0.712 -1.121 0.555
H 0.135 -3.355 1.601
H 2.475 -3.598 2.583
H 3.353 0.353 1.489
C -1.362 -5.890 -2.002
Cl -1.103 -7.629 -2.128
Cl -2.232 -5.265 -3.413
H -1.947 -5.684 -1.110
H -0.398 -5.393 -1.936
```

Output
DFT total energy in Eh: -2947.58936
HOMO level in eV: -12.6424
Orbital gap in Eh: 0.276
Net charge: +1
LUMO level in Eh: -0.1886
Maximum force in eV/A: 4.43

---

[6]
The following is a DFT calculation (ωB97M-V/def2-TZVPD) of 2 unconnected molecules or ions with the total composition C14H16 in a non-equilibrium geometry.

XYZ file:
```
30
C14H16 (ωB97M-V/def2-TZVPD)
C 1.294 -1.209 2.382
C 1.685 1.765 0.100
C 1.309 0.518 0.553
C 2.313 2.720 0.904
C 1.697 0.121 1.839
C 2.681 2.323 2.182
C 2.415 1.031 2.599
H 1.456 2.011 -0.934
H 0.774 -0.210 -0.054
H 2.519 3.651 0.404
H 3.215 3.033 2.807
H 1.398 -2.009 1.651
H 0.239 -1.198 2.681
H 2.759 0.734 3.583
H 1.807 -1.490 3.297
C -1.946 1.421 -1.332
C -2.235 -2.264 -0.611
C -2.452 -0.895 -0.617
C -1.724 -2.859 -1.760
C -1.942 -0.063 -1.619
C -1.306 -2.051 -2.812
C -1.279 -0.668 -2.688
H -2.436 -2.886 0.247
H -3.073 -0.442 0.145
H -1.715 -3.923 -1.947
H -0.884 -2.493 -3.710
H -1.887 2.080 -2.210
H -1.016 1.676 -0.833
H -0.795 -0.057 -3.447
H -2.867 1.632 -0.803
```

Output
SMILES: Cc1ccccc1.Cc1ccccc1
DFT total energy in Eh: -543.05491
HOMO level in eV: -8.9686
Orbital gap in Eh: 0.364
Net charge: 0
LUMO level in Eh: 0.0346
Energy above the lowest of the compared OMol25 structures with the same formula, charge and spin in kcal/mol: 11.3
Maximum force in eV/A: 1.42

---

[7]
The following is a DFT calculation (ωB97M-V/def2-TZVPD) of a molecular structure, C3H4BaLiO3 in a non-equilibrium geometry.

XYZ file:
```
12
C3H4BaLiO3 (ωB97M-V/def2-TZVPD)
C 0.917 -0.989 -0.687
C -0.033 0.122 -0.269
O -0.766 -0.312 0.898
C -1.622 0.498 1.466
O -1.804 1.656 0.982
O 2.194 -0.579 -0.753
H 0.780 -1.865 -0.015
H -0.740 0.349 -1.080
H 0.532 1.035 -0.033
Ba -3.721 1.855 3.186
Li 3.532 -0.405 -1.832
H 0.731 -1.364 -1.862
```

Output
DFT total energy in Eh: -375.16789
HOMO level in eV: -9.5996
Orbital gap in Eh: 0.170
Net charge: +1
LUMO level in Eh: -0.1826
Energy above the lowest of the compared OMol25 structures with the same formula, charge and spin in kcal/mol: 59.7
Maximum force in eV/A: 3.29

---

[8]
The following is a DFT calculation (ωB97M-V/def2-TZVPD) of 14 unconnected molecules or ions with the total composition C28H84O14 in a non-equilibrium geometry.

XYZ file:
```
126
C28H84O14 (ωB97M-V/def2-TZVPD)
C 6.704 -2.468 -1.248
C 5.643 -3.565 -1.062
O 4.536 -3.439 -1.927
H 6.311 -1.494 -1.538
H 7.489 -2.706 -1.965
H 7.059 -2.122 -0.277
H 5.314 -3.722 -0.035
H 6.045 -4.539 -1.338
H 3.830 -4.056 -1.722
C 3.696 -4.978 5.435
C 4.511 -6.209 4.978
O 5.074 -7.066 5.976
H 3.314 -4.384 4.605
H 4.250 -4.297 6.080
H 2.727 -5.320 5.798
H 5.200 -5.972 4.167
H 3.903 -6.911 4.409
H 5.937 -6.695 6.170
C 3.940 2.329 -6.594
C 4.235 1.433 -5.434
O 3.011 1.094 -4.848
H 2.914 2.690 -6.526
H 3.981 1.791 -7.541
H 4.553 3.230 -6.573
H 4.763 1.975 -4.649
H 4.731 0.536 -5.804
H 3.088 0.185 -4.549
C -6.960 -4.143 -1.985
C -6.263 -4.611 -0.752
O -4.956 -4.166 -0.867
H -8.027 -4.363 -2.023
H -6.560 -4.743 -2.803
H -6.722 -3.106 -2.222
H -6.414 -5.666 -0.523
H -6.694 -4.037 0.068
H -4.774 -3.782 -0.006
C -6.867 0.584 2.356
C -7.812 0.676 1.195
O -8.805 1.754 1.354
H -6.103 -0.190 2.277
H -7.605 0.229 3.076
H -6.408 1.466 2.803
H -8.408 -0.227 1.324
H -7.396 0.653 0.187
H -8.523 2.523 0.853
C -2.169 -7.336 5.048
C -1.947 -6.251 3.865
O -2.764 -5.128 4.043
H -3.117 -7.853 4.901
H -2.148 -6.853 6.025
H -1.371 -8.079 5.072
H -2.342 -6.725 2.966
H -0.912 -5.998 3.636
H -2.620 -4.822 4.941
C 7.797 3.460 3.415
C 6.256 3.235 3.335
O 5.658 4.455 3.753
H 8.387 2.581 3.158
H 8.153 3.761 4.400
H 8.185 4.160 2.674
H 6.047 2.429 4.038
H 5.934 2.883 2.355
H 4.730 4.462 3.509
C -2.726 -1.415 -5.910
C -1.787 -1.509 -7.184
O -1.816 -0.357 -7.994
H -2.318 -0.697 -5.199
H -2.854 -2.358 -5.378
H -3.632 -1.047 -6.391
H -2.152 -2.406 -7.685
H -0.771 -1.664 -6.821
H -2.638 -0.363 -8.489
C 2.547 7.916 -3.918
C 1.474 8.083 -5.074
O 1.516 9.445 -5.540
H 2.267 6.978 -3.439
H 2.483 8.552 -3.034
H 3.543 7.915 -4.361
H 0.520 7.901 -4.579
H 1.642 7.328 -5.841
H 2.371 9.596 -5.950
C -5.252 5.328 -5.980
C -4.602 4.211 -5.232
O -4.188 4.796 -4.039
H -4.397 5.953 -6.241
H -5.984 5.721 -5.275
H -5.824 5.127 -6.886
H -3.790 3.760 -5.803
H -5.255 3.353 -5.073
H -3.670 4.190 -3.504
C 0.087 7.961 3.849
C -0.397 7.068 2.735
O 0.516 6.053 2.506
H 1.013 8.504 3.659
H 0.386 7.444 4.761
H -0.655 8.719 4.098
H -0.393 7.606 1.787
H -1.364 6.611 2.943
H 0.355 5.565 1.696
C 0.177 0.245 1.840
C -0.462 0.390 0.456
O -0.055 1.608 -0.180
H 1.251 0.151 1.679
H -0.116 -0.680 2.337
H 0.041 1.059 2.551
H -1.550 0.385 0.518
H -0.186 -0.468 -0.156
H 0.449 1.478 -0.986
C 0.477 -7.665 -3.823
C 0.343 -7.731 -2.334
O 0.083 -6.381 -1.801
H 1.469 -7.265 -4.031
H -0.334 -7.049 -4.212
H 0.395 -8.679 -4.215
H 1.244 -8.112 -1.854
H -0.406 -8.440 -1.980
H -0.858 -6.189 -1.793
C -0.210 2.391 8.307
C 0.605 1.614 9.328
O -0.299 0.695 9.946
H -0.706 1.736 7.591
H 0.387 3.118 7.757
H -0.932 2.997 8.854
H 1.020 2.237 10.120
H 1.189 0.971 8.671
H -0.495 1.160 10.763
```

Output
DFT total energy in Eh: -2170.22935
HOMO level in eV: -10.0603
Orbital gap in Eh: 0.368
Net charge: 0
LUMO level in Eh: -0.0022
Energy above the lowest of the compared OMol25 structures with the same formula, charge and spin in kcal/mol: 157.4
Maximum force in eV/A: 2.96

---

[9]
The following is a DFT calculation (ωB97M-V/def2-TZVPD) of a single C3H4N2O2 molecule.

XYZ file:
```
11
C3H4N2O2 (ωB97M-V/def2-TZVPD)
C 0.091 0.743 1.496
N -0.291 -0.285 0.532
N 0.320 -0.087 -0.840
C -0.617 -0.155 -1.906
O -1.798 -0.006 -1.777
C 0.614 -1.160 0.012
O 1.230 -2.167 0.133
H 1.089 1.147 1.288
H -0.649 1.543 1.450
H 0.070 0.291 2.490
H -0.101 -0.294 -2.870
```

Output
SMILES: CN1C(=O)N1C=O
DFT total energy in Eh: -376.62539
HOMO level in eV: -10.6086
Orbital gap in Eh: 0.418
Net charge: 0
LUMO level in Eh: 0.0280
Energy above the lowest of the compared OMol25 structures with the same formula, charge and spin in kcal/mol: 86.9
Maximum force in eV/A: 0.71